ORCA calculation (the ωB97M-V functional and the def2-TZVPD basis) on a cluster of 2 separate species, CH2Br2NO in total.

XYZ file:
```
7
Properties=species:S:1:pos:R:3:forces:R:3
C 0.2858 -0.1281 -0.4166 -1.6 4.0 1.4
N 0.3747 0.4246 0.7825 -1.3 -0.5 -0.6
O 1.1454 -0.1280 1.6432 -0.1 0.3 0.9
Br -0.1925 1.0403 -1.8157 -0.5 0.3 -0.3
Br -2.1465 -1.5371 -0.5557 -0.2 -0.3 0.0
H 0.9358 -0.8266 -0.7759 1.5 -2.0 -0.1
H -0.4027 1.1549 1.1382 2.1 -1.8 -1.4
```
Forces are in eV/Å.

As for the net charge: -1.

ORCA calculation (the ωB97M-V functional and the def2-TZVPD basis) on a structure of composition CH2Br2O2S.

XYZ file:
```
8
Properties=species:S:1:pos:R:3:forces:R:3
C 0.7734 0.5866 0.8338 -0.8 2.8 1.2
O -1.9252 0.2282 -0.7396 1.1 -0.6 -0.1
O -0.7816 -1.9057 -0.1161 0.1 1.0 -0.2
S -0.7097 -0.5729 -0.6944 -2.9 -1.1 0.4
Br -0.4376 1.1425 2.0891 0.0 -0.5 0.5
Br 0.3758 -0.7827 -2.6543 0.7 -0.1 -1.5
H 1.2136 1.4237 0.4093 0.3 1.7 -1.3
H 1.4913 -0.1197 0.8722 1.5 -3.2 1.0
```
Forces are in eV/Å.

As for the spin multiplicity: 3.

ORCA calculation (the ωB97M-V functional and the def2-TZVPD basis) on a cluster of 2 separate species, CH2Br2O3 in total.

XYZ file:
```
8
Properties=species:S:1:pos:R:3:forces:R:3
O -0.9963 -0.5657 1.4573 1.0 1.1 -0.5
C -0.8408 0.2596 0.5876 -0.9 -1.3 -0.6
O -1.9072 0.9040 0.0558 2.2 1.1 -1.1
O 0.2946 0.4664 -0.0980 -0.2 -2.0 3.2
H -2.6234 0.5982 0.5598 -1.9 -0.6 1.1
H 0.3091 1.1141 -0.7508 -0.7 2.0 -1.7
Br 3.4576 -1.9585 -0.1160 0.1 -0.1 0.2
Br 2.3063 -0.8181 -1.6956 0.3 -0.2 -0.6
```
Forces are in eV/Å.

ORCA calculation (the ωB97M-V functional and the def2-TZVPD basis) on a cluster of 2 separate species, CH2Br2S in total.

XYZ file:
```
6
Properties=species:S:1:pos:R:3:forces:R:3
C -0.8210 -0.3118 0.1921 0.2 2.1 0.3
S 1.0086 1.8213 -0.4041 -1.7 -1.6 0.4
Br -0.2860 -1.7932 -0.7322 0.0 0.5 0.4
Br 2.4676 0.2584 -0.2575 0.6 -0.1 -0.1
H -0.5952 -0.1292 1.2463 0.6 -0.7 -0.4
H -1.7740 0.1545 -0.0447 0.3 -0.2 -0.6
```
Forces are in eV/Å.

Molar mass: 203.84; 237.90; 221.83; 205.90 (g/mol)
Relative energy (zero: lowest compared OMol25 entry of this formula, charge and spin): 9.9; 0.0; 10.3; 53.5 (kcal per mole)